[1]
{"formula": "C27H64N2O7P", "method": "the ωB97M-V functional and the def2-TZVPD basis", "homo_lumo_gap_ev": 5.9, "charge": -1, "molar_mass_g_mol": 559.790, "homo_ev": -3.7, "energy_ev": -55633.559, "multiplicity": 1, "max_force_ha_per_bohr": 0.055, "species": ["C", "O", "C", "C", "C", "C", "C", "C", "C", "C", "C", "C", "C", "C", "P", "O", "C", "C", "O", "H", "H", "H", "H", "H", "H", "H", "H", "H", "H", "H", "H", "H", "H", "H", "H", "H", "H", "H", "H", "H", "H", "H", "H", "H", "H", "H", "H", "H", "H", "H", "H", "H", "H", "C", "O", "C", "C", "N", "C", "C", "O", "C", "H", "H", "H", "H", "H", "H", "H", "H", "H", "H", "H", "H", "H", "H", "H", "C", "O", "C", "C", "N", "C", "C", "O", "C", "H", "H", "H", "H", "H", "H", "H", "H", "H", "H", "H", "H", "H", "H", "H"], "positions_angstrom": [[0.8528, 2.5213, -5.0851], [1.3012, 1.5373, -4.1623], [0.8990, 1.8444, -2.8369], [1.4135, 0.7847, -1.8169], [0.3049, -0.2566, -1.4097], [-0.4767, -0.8327, -2.6373], [-1.8731, -0.1551, -2.8393], [-3.0670, -0.9516, -2.1803], [-3.1955, -0.7124, -0.6406], [-2.3209, -1.6350, 0.2647], [-2.1309, -3.0878, -0.2455], [-1.4574, -3.9852, 0.8754], [-0.3803, -4.9603, 0.3116], [1.0633, -4.6569, 0.8830], [1.4073, -5.4991, 2.5959], [0.2936, -4.4875, 3.4881], [0.6191, -4.4941, 4.8828], [1.1152, -5.9524, 5.1801], [1.9416, -6.2807, 4.0828], [1.5387, 3.3839, -5.1928], [-0.1780, 2.8319, -4.8015], [0.7486, 2.0159, -6.0656], [-0.1938, 1.9948, -2.7266], [1.3723, 2.8199, -2.5612], [1.6539, 1.3339, -0.8840], [2.2962, 0.2645, -2.2338], [0.7880, -1.1154, -0.9005], [-0.3600, 0.2808, -0.7026], [-0.5951, -1.9284, -2.6270], [0.1308, -0.5767, -3.5349], [-1.9265, 0.8589, -2.3886], [-2.0771, -0.0598, -3.9282], [-3.0686, -2.0125, -2.4843], [-3.9800, -0.5029, -2.6394], [-4.2695, -0.7140, -0.3797], [-2.8445, 0.3326, -0.4625], [-2.8562, -1.7163, 1.2386], [-1.3251, -1.2265, 0.5108], [-3.0862, -3.5937, -0.5028], [-1.4322, -3.1350, -1.1075], [-1.0003, -3.3311, 1.6450], [-2.2746, -4.5794, 1.3313], [-0.2993, -4.8667, -0.7991], [-0.6185, -6.0290, 0.4973], [1.1940, -3.5538, 0.9749], [1.8250, -5.0367, 0.1704], [2.3435, -4.3911, 2.7990], [2.4980, -6.2071, 1.9440], [0.4426, -6.5367, 2.3302], [1.3459, -3.6586, 4.9815], [-0.3209, -4.1672, 5.3751], [1.6118, -5.9250, 6.1682], [0.1816, -6.5500, 5.0897], [8.7843, 4.6274, -2.9430], [8.1116, 3.6878, -2.1254], [6.9380, 4.2098, -1.5068], [5.6912, 3.5498, -2.0762], [5.4463, 3.9806, -3.4496], [4.4140, 3.2039, -4.1379], [4.6811, 1.7180, -4.3831], [5.7326, 1.4614, -5.3059], [7.0322, 1.4468, -4.7413], [9.7333, 4.1861, -3.2472], [8.2059, 4.8536, -3.8443], [8.9904, 5.5513, -2.3947], [6.8843, 5.2994, -1.5899], [7.0059, 3.9625, -0.4438], [4.8293, 3.8181, -1.4581], [5.8344, 2.4649, -2.0145], [6.3063, 3.9014, -3.9760], [4.2656, 3.6813, -5.1109], [3.4720, 3.3091, -3.5905], [3.7809, 1.3035, -4.8411], [4.8325, 1.1593, -3.4536], [7.0325, 1.0875, -3.7096], [7.4871, 2.4395, -4.7955], [7.6493, 0.7747, -5.3402], [-2.9725, 1.4311, 3.1137], [-3.8663, 0.3364, 3.1992], [-4.1085, -0.0940, 4.5347], [-5.5454, 0.2027, 4.9366], [-5.7617, 1.6375, 5.1038], [-7.1676, 2.0117, 5.2430], [-8.0944, 1.7503, 4.0520], [-7.8150, 2.5528, 2.9152], [-6.8105, 2.0386, 2.0538], [-2.7371, 1.5871, 2.0608], [-3.4296, 2.3469, 3.5036], [-2.0428, 1.2237, 3.6507], [-3.3974, 0.3444, 5.2405], [-3.9614, -1.1772, 4.5489], [-5.7672, -0.3052, 5.8798], [-6.1969, -0.2139, 4.1594], [-5.3835, 2.1215, 4.3002], [-7.1872, 3.0851, 5.4509], [-7.5772, 1.5134, 6.1280], [-9.1051, 2.0279, 4.3648], [-8.1417, 0.6911, 3.7787], [-6.7921, 0.9465, 2.0423], [-5.8288, 2.4293, 2.3313], [-7.0251, 2.3902, 1.0433]], "forces_ev_per_a": [[-0.7, -0.7, -0.4], [-0.4, 0.2, 0.0], [1.0, 0.5, 1.1], [-1.1, -0.2, -0.1], [0.5, -0.3, -0.5], [0.0, 1.4, -0.4], [-0.5, -1.1, 0.3], [-0.2, 1.3, -0.4], [1.0, 0.2, -0.5], [-1.1, -0.8, 0.3], [0.8, -0.5, 0.8], [-0.4, -0.1, -0.6], [1.1, 0.4, -0.3], [-1.4, -0.1, -0.1], [2.1, 1.3, -1.3], [-0.5, -0.8, 0.5], [-0.6, 0.6, -1.5], [-0.7, 1.8, -1.2], [-0.4, 0.0, 1.2], [-0.3, -0.3, 0.3], [0.6, 0.2, -0.2], [0.3, 0.3, 0.4], [0.4, -0.2, -0.4], [-0.3, -0.4, -0.2], [0.3, -0.4, -0.6], [-0.3, 0.4, 0.3], [-0.2, 0.7, 0.1], [0.2, -0.6, -0.4], [0.1, 0.5, 0.2], [-0.3, -0.4, 0.5], [0.3, -0.5, -0.4], [0.1, 0.0, 0.6], [0.2, 0.4, 0.3], [0.4, -0.4, 0.3], [0.5, -0.4, 0.1], [-0.4, -0.5, -0.1], [0.4, 0.1, -0.4], [-0.5, 0.0, -0.3], [0.4, 0.6, -0.2], [-0.7, 0.2, 0.3], [-0.3, -0.5, -0.3], [0.5, 0.4, 0.2], [-0.4, 0.0, 0.5], [0.0, 0.6, 0.1], [-0.1, -0.6, 0.0], [-0.3, 0.1, 0.4], [0.3, -0.1, 0.3], [-0.3, -0.5, 0.2], [-0.2, 0.0, 0.3], [0.2, -0.8, 0.6], [0.5, -0.5, 0.3], [-0.1, -0.7, -0.4], [0.5, -0.1, 0.8], [0.0, -0.3, 0.1], [0.1, 0.4, -0.1], [-0.2, -0.4, 0.2], [0.3, 0.2, -0.3], [-0.1, -0.1, 0.2], [0.2, 0.1, -0.1], [-0.4, 0.0, -0.3], [0.1, 0.0, 0.3], [0.0, 0.0, -0.4], [0.0, 0.0, 0.0], [0.0, 0.2, 0.0], [0.0, 0.1, -0.1], [0.0, 0.0, -0.2], [0.0, 0.0, 0.0], [0.0, 0.0, 0.0], [0.0, 0.0, 0.2], [0.0, 0.0, 0.0], [-0.1, -0.1, 0.0], [0.0, -0.1, 0.1], [0.0, 0.0, 0.0], [0.1, 0.0, 0.0], [0.0, 0.1, 0.0], [0.1, 0.0, 0.2], [-0.1, 0.0, 0.0], [-0.1, -0.1, -0.2], [0.2, 0.3, 0.2], [-0.3, -0.4, -0.1], [0.3, 0.3, -0.1], [-0.2, -0.2, 0.0], [0.2, 0.1, -0.1], [-0.2, 0.2, 0.2], [0.0, -0.3, 0.0], [-0.1, 0.3, -0.1], [0.0, -0.1, 0.0], [0.1, 0.1, 0.1], [0.0, 0.1, 0.0], [0.0, 0.1, -0.1], [0.0, 0.0, 0.0], [0.0, 0.0, 0.0], [0.0, -0.2, 0.0], [0.1, 0.0, 0.0], [-0.1, 0.0, 0.0], [0.0, -0.1, 0.0], [0.0, 0.0, 0.0], [0.2, 0.0, -0.1], [0.1, 0.0, 0.1], [0.1, -0.2, 0.0], [-0.1, 0.0, 0.0]]}



[2]
{"formula": "C27H65BCl", "method": "the ωB97M-V functional and the def2-TZVPD basis", "homo_lumo_gap_ev": 7.2, "charge": -1, "molar_mass_g_mol": 436.082, "homo_ev": -4.8, "energy_ev": -42253.798, "multiplicity": 1, "max_force_ha_per_bohr": 0.007, "species": ["B", "C", "C", "C", "Cl", "H", "H", "H", "H", "H", "H", "H", "H", "H", "C", "C", "C", "C", "C", "C", "H", "H", "H", "H", "H", "H", "H", "H", "H", "H", "H", "H", "H", "H", "C", "C", "C", "C", "C", "C", "H", "H", "H", "H", "H", "H", "H", "H", "H", "H", "H", "H", "H", "H", "C", "C", "C", "C", "C", "C", "H", "H", "H", "H", "H", "H", "H", "H", "H", "H", "H", "H", "H", "H", "C", "C", "C", "C", "C", "C", "H", "H", "H", "H", "H", "H", "H", "H", "H", "H", "H", "H", "H", "H"], "positions_angstrom": [[1.9117, 0.6740, -2.8397], [0.5837, 0.0724, -2.0677], [-0.6634, 0.0083, -2.9678], [-1.8113, 0.9117, -2.5691], [-1.3663, 2.6475, -2.4294], [2.2235, -0.1310, -3.7341], [1.6444, 1.7520, -3.3790], [2.8606, 0.7954, -2.0512], [0.8292, -0.9536, -1.7608], [0.3337, 0.6283, -1.1517], [-0.3796, 0.2269, -4.0023], [-1.0958, -1.0035, -2.9694], [-2.2199, 0.6258, -1.5991], [-2.6219, 0.8730, -3.2972], [-1.4940, -3.9972, -0.9201], [-0.9953, -5.1361, -1.8027], [-1.1800, -4.8649, -3.2956], [-2.6316, -4.6702, -3.7379], [-3.5660, -5.8339, -3.4098], [-3.1650, -7.1447, -4.0782], [-2.5663, -3.8318, -1.0411], [-1.3098, -4.2032, 0.1353], [-0.9786, -3.0687, -1.1762], [-1.4950, -6.0694, -1.5224], [0.0695, -5.2946, -1.6138], [-0.7283, -5.6823, -3.8653], [-0.6161, -3.9660, -3.5612], [-2.6444, -4.4988, -4.8192], [-3.0294, -3.7576, -3.2870], [-4.5789, -5.5666, -3.7237], [-3.6140, -5.9777, -2.3265], [-3.1347, -7.0327, -5.1647], [-3.8725, -7.9421, -3.8441], [-2.1779, -7.4755, -3.7518], [-5.0533, 2.9148, -2.5909], [-5.1724, 2.6915, -4.0941], [-5.1454, 3.9870, -4.9036], [-6.2872, 4.9590, -4.5990], [-7.6895, 4.3818, -4.7875], [-7.9768, 3.9339, -6.2166], [-5.8904, 3.4974, -2.1992], [-5.0340, 1.9654, -2.0532], [-4.1268, 3.4404, -2.3576], [-6.0844, 2.1276, -4.3164], [-4.3402, 2.0661, -4.4263], [-5.1472, 3.7422, -5.9697], [-4.1955, 4.4955, -4.7147], [-6.1776, 5.8387, -5.2424], [-6.1906, 5.3235, -3.5729], [-8.4215, 5.1403, -4.4954], [-7.8378, 3.5401, -4.1054], [-7.8589, 4.7656, -6.9155], [-8.9957, 3.5559, -6.3160], [-7.2997, 3.1384, -6.5308], [1.9874, -0.3554, 1.8277], [1.7116, 1.1371, 1.9797], [2.6366, 2.0052, 1.1291], [4.1225, 1.8801, 1.4674], [4.4823, 2.1932, 2.9196], [4.1488, 3.6198, 3.3422], [3.0007, -0.6055, 2.1490], [1.2952, -0.9453, 2.4333], [1.8766, -0.6653, 0.7868], [1.7862, 1.4201, 3.0369], [0.6795, 1.3400, 1.6826], [2.3263, 3.0512, 1.2152], [2.5021, 1.7393, 0.0760], [4.6853, 2.5450, 0.8049], [4.4635, 0.8690, 1.2301], [5.5536, 2.0178, 3.0635], [3.9694, 1.4915, 3.5850], [4.6678, 4.3426, 2.7081], [4.4445, 3.8082, 4.3769], [3.0791, 3.8188, 3.2633], [3.7424, -1.3417, 5.3131], [3.7538, -0.4330, 6.5381], [4.9664, 0.4961, 6.5977], [6.3182, -0.2171, 6.6670], [6.4765, -1.1816, 7.8415], [6.3614, -0.5067, 9.2041], [4.6042, -2.0113, 5.2961], [2.8448, -1.9611, 5.2918], [3.7569, -0.7513, 4.3954], [3.7018, -1.0401, 7.4474], [2.8499, 0.1820, 6.5346], [4.8599, 1.1657, 7.4562], [4.9623, 1.1391, 5.7128], [7.1076, 0.5400, 6.7216], [6.4902, -0.7619, 5.7352], [7.4529, -1.6677, 7.7632], [5.7348, -1.9820, 7.7674], [7.1109, 0.2811, 9.3117], [6.5105, -1.2223, 10.0142], [5.3797, -0.0518, 9.3453]], "forces_ev_per_a": [[-0.1, 0.0, 0.0], [0.1, -0.1, -0.1], [0.1, 0.0, 0.0], [-0.2, -0.3, 0.0], [0.1, 0.1, 0.0], [0.0, 0.0, 0.1], [0.1, 0.0, 0.1], [0.0, 0.0, -0.1], [-0.1, 0.0, 0.2], [0.0, 0.0, 0.0], [0.0, 0.0, 0.0], [-0.1, 0.0, -0.1], [0.1, 0.1, 0.0], [0.0, 0.0, 0.0], [0.1, 0.0, 0.0], [0.0, 0.0, 0.0], [0.0, 0.0, 0.0], [0.0, 0.0, 0.0], [0.0, 0.0, 0.0], [0.0, 0.0, 0.0], [0.0, 0.0, 0.0], [0.0, 0.0, 0.0], [0.0, 0.0, 0.0], [0.0, 0.0, 0.0], [0.0, 0.0, 0.0], [0.0, 0.0, 0.0], [0.0, 0.0, 0.0], [0.0, 0.0, 0.0], [0.0, 0.0, 0.0], [0.0, 0.0, 0.0], [0.0, 0.0, 0.0], [0.0, 0.0, 0.0], [0.0, 0.0, 0.0], [0.0, 0.0, 0.0], [0.0, 0.0, 0.0], [0.0, 0.0, 0.0], [0.0, 0.0, 0.0], [0.0, 0.0, 0.0], [0.0, 0.0, 0.0], [0.0, 0.0, 0.0], [0.0, 0.0, 0.0], [0.0, 0.0, 0.0], [0.0, 0.0, 0.0], [0.0, 0.0, 0.0], [0.0, 0.0, 0.0], [0.0, 0.0, 0.0], [0.0, 0.0, 0.0], [0.0, 0.0, 0.0], [0.0, 0.0, 0.0], [0.0, 0.0, 0.0], [0.0, 0.0, 0.0], [0.0, 0.0, 0.0], [0.0, 0.0, 0.0], [0.0, 0.0, 0.0], [0.0, 0.0, 0.0], [0.0, 0.0, 0.0], [0.0, 0.0, -0.1], [0.0, 0.0, 0.0], [0.0, 0.0, 0.0], [0.0, 0.0, 0.0], [0.0, 0.0, 0.0], [0.0, 0.0, 0.0], [0.0, 0.0, 0.0], [0.0, 0.0, 0.0], [0.0, 0.0, 0.0], [0.0, 0.0, 0.0], [0.0, 0.0, 0.0], [0.0, 0.0, 0.0], [0.0, 0.0, 0.0], [0.0, 0.0, 0.0], [0.0, 0.0, 0.0], [0.0, 0.0, 0.0], [0.0, 0.0, 0.0], [0.0, 0.0, 0.0], [0.0, 0.0, 0.0], [0.0, 0.0, 0.0], [0.0, 0.0, 0.0], [0.0, 0.0, 0.0], [0.0, 0.0, 0.0], [0.0, 0.0, 0.0], [0.0, 0.0, 0.0], [0.0, 0.0, 0.0], [0.0, 0.0, 0.0], [0.0, 0.0, 0.0], [0.0, 0.0, 0.0], [0.0, 0.0, 0.0], [0.0, 0.0, 0.0], [0.0, 0.0, 0.0], [0.0, 0.0, 0.0], [0.0, 0.0, 0.0], [0.0, 0.0, 0.0], [0.0, 0.0, 0.0], [0.0, 0.0, 0.0], [0.0, 0.0, 0.0]]}